{
  "formula": "C36H39N3O6ReS2Sb2SeTe",
  "method": "ωB97M-V/def2-TZVPD",
  "symbols": ["Re", "C", "Sb", "C", "C", "C", "C", "C", "C", "C", "C", "C", "Sb", "C", "C", "H", "H", "H", "H", "H", "H", "H", "H", "H", "H", "H", "H", "H", "H", "H", "H", "H", "H", "H", "H", "O", "S", "O", "N", "C", "C", "C", "C", "C", "C", "C", "C", "N", "C", "C", "C", "C", "C", "C", "C", "H", "H", "H", "H", "H", "H", "H", "H", "H", "H", "H", "S", "C", "N", "C", "Te", "C", "C", "C", "C", "C", "C", "C", "H", "H", "H", "H", "H", "H", "H", "H", "O", "Se", "O", "O", "O"],
  "coordinates": [[1.338, 0.984, 0.033], [0.733, -5.731, 2.101], [1.123, -3.877, 1.015], [2.946, -4.693, 0.160], [-0.194, -4.483, -0.669], [0.574, -4.699, -1.918], [1.066, -5.983, -2.162], [1.833, -6.278, -3.273], [2.099, -5.282, -4.198], [1.615, -4.004, -3.983], [0.869, -3.679, -2.848], [0.436, -2.244, -2.707], [2.017, -1.017, -1.675], [4.166, 2.440, -1.654], [2.779, -0.266, -3.560], [0.887, -6.583, 1.440], [-0.285, -5.755, 2.489], [1.424, -5.809, 2.940], [2.907, -5.782, 0.163], [3.796, -4.350, 0.749], [3.060, -4.336, -0.860], [-0.963, -3.719, -0.774], [-0.668, -5.406, -0.338], [0.847, -6.768, -1.446], [2.227, -7.276, -3.418], [2.682, -5.494, -5.085], [1.816, -3.223, -4.704], [-0.471, -2.134, -2.126], [-0.570, -1.890, -4.341], [4.815, 2.467, -2.529], [4.151, 1.433, -1.236], [4.553, 3.122, -0.896], [1.995, 0.281, -4.082], [3.088, -1.113, -4.169], [3.637, 0.379, -3.374], [-0.338, 0.091, 1.489], [-0.638, 1.522, 1.884], [-1.959, 1.958, 1.511], [0.580, 2.382, 1.390], [0.542, 3.678, 0.871], [-0.136, 4.740, 1.442], [-0.031, 6.000, 0.868], [0.733, 6.186, -0.275], [1.385, 5.124, -0.888], [2.117, 5.257, -2.134], [2.726, 4.206, -2.671], [2.735, 2.849, -2.036], [1.875, 2.718, -0.861], [1.299, 3.838, -0.314], [-0.499, 1.568, 3.648], [0.675, 1.082, 4.209], [0.883, 1.231, 5.569], [-0.072, 1.875, 6.347], [-1.234, 2.370, 5.772], [-1.453, 2.220, 4.411], [-0.732, 4.573, 2.330], [-0.553, 6.838, 1.310], [0.818, 7.171, -0.717], [2.130, 6.225, -2.619], [3.250, 4.274, -3.616], [2.372, 2.125, -2.775], [1.413, 0.594, 3.583], [1.795, 0.855, 6.012], [0.094, 1.989, 7.410], [-1.969, 2.881, 6.380], [-2.352, 2.595, 3.936], [4.538, -0.588, 3.015], [3.590, 0.033, 1.912], [2.890, 0.500, 1.074], [-3.186, -0.573, 1.481], [-2.038, -0.118, -0.320], [-3.730, 1.054, -0.817], [-4.839, 0.730, 0.138], [-6.130, 1.196, -0.098], [-7.148, 0.926, 0.800], [-6.873, 0.208, 1.956], [-5.593, -0.264, 2.191], [-4.569, -0.025, 1.278], [-2.750, -0.237, 2.417], [-3.200, -1.669, 1.488], [-3.988, 0.872, -1.856], [-3.397, 2.088, -0.709], [-6.332, 1.767, -0.996], [-8.153, 1.277, 0.602], [-7.663, 0.020, 2.672], [-5.387, -0.828, 3.094], [-0.812, 2.441, -3.480], [-0.551, 1.033, -2.783], [-1.962, 0.182, -2.812], [-0.788, 1.363, -0.802], [0.289, -1.633, -3.978]],
  "forces_ev_per_a": [[-0.2, 1.2, -1.3], [0.0, 0.3, 0.0], [0.1, -0.6, -0.2], [-0.2, 0.2, 0.2], [0.1, 0.4, 0.4], [0.1, 0.1, -0.4], [0.0, 0.0, 0.0], [0.0, -0.1, -0.1], [0.1, 0.1, -0.1], [0.1, 0.0, 0.0], [0.1, -0.2, 0.0], [0.3, 0.1, 0.2], [0.4, -0.4, -0.2], [-0.3, 0.0, 0.1], [-0.1, 0.0, 0.2], [0.0, 0.0, -0.1], [0.0, 0.0, 0.0], [0.0, 0.0, 0.0], [0.0, 0.0, 0.0], [0.0, 0.0, 0.0], [0.0, 0.1, 0.0], [0.0, 0.1, 0.0], [0.0, 0.0, 0.0], [0.0, 0.0, 0.0], [-0.1, 0.0, 0.0], [0.0, 0.0, 0.0], [0.0, 0.0, 0.0], [-0.3, -0.1, 0.1], [0.1, 0.0, 0.0], [0.0, 0.0, 0.0], [0.1, 0.0, 0.0], [0.0, 0.0, 0.0], [0.1, 0.0, -0.1], [0.0, 0.0, 0.0], [0.0, -0.1, 0.0], [0.6, 0.7, -0.2], [-0.4, 0.8, 2.3], [0.0, 0.2, 0.2], [0.1, -0.6, -0.6], [0.0, 0.3, -0.3], [0.0, 0.1, 0.0], [-0.1, -0.1, 0.1], [0.0, 0.0, -0.1], [0.0, -0.3, 0.1], [0.2, 0.0, -0.2], [-0.1, 0.0, 0.1], [0.1, -0.1, -0.3], [-0.3, -2.0, 0.4], [-0.4, 0.7, 0.6], [0.1, 0.0, -0.1], [0.1, -0.1, 0.0], [0.0, 0.0, -0.1], [0.0, 0.0, 0.0], [0.0, 0.0, 0.0], [-0.2, 0.0, -0.2], [0.0, 0.1, 0.0], [0.0, 0.0, 0.0], [0.0, 0.0, 0.0], [0.0, 0.0, 0.0], [0.0, 0.1, 0.0], [0.0, 0.1, 0.1], [0.0, 0.0, 0.1], [0.0, 0.0, 0.0], [0.0, 0.0, 0.0], [0.0, 0.0, 0.0], [0.0, 0.0, 0.0], [0.1, -0.1, 0.1], [0.0, 0.1, -0.2], [0.0, -0.1, 0.5], [0.0, 0.2, 0.3], [-1.1, -0.7, -0.9], [-0.2, -0.1, 0.1], [0.0, 0.0, 0.1], [0.0, 0.0, 0.0], [0.1, 0.0, 0.0], [0.0, 0.0, 0.0], [0.0, -0.1, 0.1], [-0.1, 0.1, -0.1], [0.1, 0.0, 0.0], [0.1, 0.0, -0.1], [0.1, 0.0, 0.0], [0.1, 0.0, -0.1], [0.0, 0.0, 0.0], [0.0, 0.0, 0.0], [0.0, 0.0, 0.0], [0.0, 0.0, 0.0], [-0.1, 0.7, 0.1], [0.1, -0.3, -1.2], [0.1, -0.2, -0.1], [0.8, -0.6, 0.8], [-0.4, 0.2, -0.2]],
  "mulliken_charge": [-0.84, -1.35, 0.50, -1.20, -1.89, 0.92, -0.46, -0.73, -0.76, -0.74, 0.93, -0.20, 0.20, -1.48, -1.41, 0.36, 0.39, 0.36, 0.37, 0.47, 0.26, 0.32, 0.65, 0.39, 0.41, 0.40, 0.36, 0.21, 0.36, 0.50, 0.26, 0.36, 0.37, 0.43, 0.39, -0.61, 1.80, -0.68, 0.20, 0.52, -0.77, -0.86, -0.89, 1.02, -1.23, -0.85, 1.11, 1.04, 0.30, 0.04, -0.59, -0.75, -0.36, -0.90, -0.28, 0.52, 0.41, 0.41, 0.39, 0.47, -0.53, 0.08, 0.46, 0.40, 0.42, 0.55, -0.38, 0.75, -0.04, -1.26, 0.92, -1.45, 0.75, -0.76, -0.59, -0.59, -0.79, 0.81, 0.34, 0.79, 0.79, 0.49, 0.49, 0.40, 0.41, 0.47, -0.72, 1.24, -0.77, -0.76, -0.51],
  "s_squared": 1.12,
  "multiplicity": 2,
  "lumo_ev": [-1.799, -1.099],
  "homo_energy_ev": [-6.80, -6.83],
  "de_lowest_kcal_mol": 75.4,
  "orbital_gap_ev": [5.001, 5.728],
  "largest_force_ha_per_bohr": 0.0471
}



{
  "formula": "C36H40BHfNP2",
  "method": "ωB97M-V/def2-TZVPD",
  "symbols": ["Hf", "C", "C", "C", "C", "C", "C", "C", "C", "C", "H", "H", "H", "H", "H", "H", "H", "H", "H", "H", "H", "H", "H", "H", "H", "P", "P", "C", "C", "C", "C", "C", "C", "C", "C", "C", "C", "C", "C", "C", "C", "C", "C", "C", "C", "C", "C", "C", "C", "C", "C", "C", "C", "H", "H", "H", "H", "H", "H", "H", "H", "H", "H", "H", "H", "H", "H", "H", "H", "H", "H", "H", "H", "H", "H", "B", "C", "N", "H", "H", "H"],
  "coordinates": [[-0.544, 0.852, 0.641], [-2.251, 1.115, -2.827], [-2.021, -0.164, -2.500], [-1.317, -1.108, -3.407], [0.020, -0.607, -3.989], [0.826, 0.255, -3.068], [0.639, 1.563, -2.886], [-0.233, 2.360, -3.810], [-1.681, 1.851, -3.990], [1.745, 0.337, 2.414], [-3.039, 1.686, -2.290], [-2.525, -0.670, -1.660], [-2.021, -1.362, -4.222], [-1.175, -2.053, -2.868], [0.601, -1.505, -4.244], [-0.206, -0.108, -4.939], [1.694, -0.243, -2.653], [1.280, 2.140, -2.259], [0.221, 2.430, -4.812], [-0.267, 3.398, -3.464], [-2.317, 2.736, -4.179], [-1.752, 1.226, -4.893], [1.024, 1.152, 2.442], [2.650, 0.678, 2.967], [1.414, -0.574, 2.933], [-1.020, -1.590, 0.723], [2.349, -0.025, 0.728], [0.339, -1.846, -0.402], [1.538, -1.112, -0.426], [-2.103, -2.921, 1.151], [-2.663, -3.761, 0.167], [-3.718, -4.593, 0.503], [-4.191, -4.641, 1.814], [-3.631, -3.820, 2.796], [-2.603, -2.953, 2.473], [-2.447, 0.932, -0.176], [-1.951, 2.298, -0.241], [-2.880, 3.284, 0.170], [-4.188, 2.908, 0.411], [-4.581, 1.567, 0.463], [-3.644, 0.540, 0.347], [3.714, -1.079, 1.151], [3.430, -2.374, 1.625], [4.505, -3.221, 1.894], [5.814, -2.715, 1.720], [6.073, -1.383, 1.326], [4.994, -0.540, 1.049], [2.796, 1.620, 0.188], [2.674, 2.789, 0.969], [2.921, 4.044, 0.417], [3.358, 4.147, -0.912], [3.570, 2.987, -1.671], [3.309, 1.736, -1.116], [0.158, -2.589, -1.199], [2.278, -1.468, -1.164], [-2.293, -3.714, -0.847], [-4.196, -5.206, -0.249], [-5.002, -5.310, 2.086], [-4.008, -3.844, 3.814], [-2.202, -2.253, 3.207], [-1.068, 2.600, -0.881], [-2.531, 4.319, 0.220], [-4.941, 3.687, 0.528], [-5.634, 1.315, 0.571], [-3.874, -0.497, 0.667], [2.392, -2.718, 1.738], [4.326, -4.264, 2.220], [6.663, -3.378, 1.923], [7.100, -0.991, 1.225], [5.124, 0.503, 0.730], [2.337, 2.741, 2.005], [2.801, 4.951, 1.029], [3.574, 5.132, -1.342], [3.929, 3.061, -2.707], [3.404, 0.837, -1.718], [-1.959, 0.095, 5.206], [-1.544, 0.575, 3.815], [-1.154, 0.881, 2.736], [-3.088, 0.466, 5.474], [-1.188, 0.524, 6.066], [-1.935, -1.119, 5.271]],
  "forces_ev_per_a": [[-0.5, -2.8, 0.5], [-1.3, -0.1, 0.4], [-0.9, 0.0, -0.6], [0.1, -0.5, 0.1], [0.0, -0.6, -0.7], [0.4, -0.1, -0.3], [-0.2, -0.2, -1.1], [-0.5, 0.5, 0.1], [-0.4, 0.3, -0.8], [0.2, -0.5, 0.1], [0.8, -0.5, -0.2], [0.1, 0.5, -0.7], [0.4, 0.1, 0.1], [0.1, 0.1, -0.1], [0.0, 0.3, -0.1], [0.3, 0.1, 0.2], [-0.3, 0.2, 0.3], [0.5, 0.2, 0.4], [0.1, -0.2, 0.3], [0.0, -0.1, 0.1], [0.3, -0.5, 0.0], [0.0, 0.2, 0.3], [0.0, -0.1, 0.7], [-0.4, -0.1, -0.6], [-0.3, 0.4, -0.3], [2.4, 0.5, 0.2], [1.1, -1.5, 1.6], [-0.2, 0.4, 0.8], [-1.5, -0.5, 0.2], [-1.2, -0.5, -0.3], [0.0, 0.4, 0.4], [0.0, -0.2, 0.2], [0.2, 0.3, 0.3], [-0.2, -0.3, -0.1], [0.5, 0.6, -0.6], [2.6, 1.0, 1.8], [-2.7, 0.7, 0.2], [1.3, 0.2, -0.7], [-0.7, 0.1, 0.1], [-0.6, 0.2, -0.2], [-0.5, 0.4, -0.2], [0.6, 0.6, 0.1], [0.3, -0.1, -0.3], [0.3, 0.4, -0.1], [0.1, 0.1, 0.1], [0.0, -0.4, 0.2], [0.2, -0.6, 0.0], [0.3, 0.3, -0.9], [-0.7, 0.0, 0.2], [0.2, 0.2, -0.2], [0.2, -0.2, 0.2], [0.2, 0.1, 0.0], [-0.3, 0.3, -0.1], [0.6, 0.2, 0.4], [-0.3, 0.7, 0.2], [-0.1, -0.1, -0.1], [0.1, 0.0, 0.0], [0.1, 0.1, -0.1], [0.1, 0.0, -0.2], [-0.1, -0.3, 0.0], [-0.6, -0.2, 0.6], [-0.5, -0.1, -0.2], [0.2, -0.2, 0.2], [0.2, 0.2, 0.4], [0.2, 0.7, -0.5], [0.5, 0.1, -0.1], [0.2, 0.8, -0.2], [-0.4, 0.3, -0.1], [-0.6, -0.5, 0.1], [0.1, -0.5, 0.1], [0.2, 0.0, -0.3], [0.1, -0.6, -0.3], [-0.2, -0.4, 0.2], [-0.2, 0.0, 0.6], [0.2, 0.2, -0.1], [-0.3, 0.0, 1.2], [0.8, 0.3, -1.5], [-0.6, 0.1, 0.4], [0.2, 0.1, -0.4], [-0.1, 0.0, -0.7], [0.1, 0.1, -0.5]],
  "mulliken_charge": [0.27, 0.03, -0.67, -0.84, -1.51, 0.20, -0.13, -1.36, -1.01, -1.63, 0.70, 0.92, 0.55, 0.07, 0.55, 0.36, 0.74, 0.44, 0.41, 0.31, 0.45, 0.34, 0.52, 0.61, 0.37, 0.97, 1.46, -0.46, -1.41, 0.90, -0.39, -0.74, -0.48, -0.62, -0.55, 0.98, -0.41, -0.45, -0.78, -0.60, -0.34, 0.24, -0.31, -0.81, -0.55, -0.74, -0.39, 1.02, -0.36, -0.83, -0.54, -0.59, -1.17, 0.70, 1.12, 0.34, 0.43, 0.41, 0.45, 0.25, 0.14, 0.51, 0.47, 0.49, 0.39, 0.30, 0.42, 0.40, 0.41, 0.31, 0.42, 0.48, 0.46, 0.42, 0.66, 0.22, 0.03, -0.73, -0.06, -0.06, -0.08],
  "lumo_ev": [-7.256, -7.256],
  "homo_energy_ev": [-12.93, -12.93],
  "charge": 2,
  "orbital_gap_ev": [5.671, 5.670],
  "largest_force_ha_per_bohr": 0.0642
}



{
  "formula": "C36H40F5N5RuSeSi2",
  "method": "ωB97M-V/def2-TZVPD",
  "symbols": ["Ru", "C", "N", "C", "C", "C", "C", "C", "C", "N", "C", "C", "C", "C", "C", "C", "N", "C", "C", "C", "C", "C", "N", "H", "H", "H", "H", "H", "H", "H", "H", "H", "H", "H", "H", "H", "H", "H", "H", "H", "H", "C", "Si", "C", "C", "C", "C", "C", "C", "C", "C", "N", "Si", "C", "C", "C", "H", "H", "H", "H", "H", "H", "H", "H", "H", "H", "H", "H", "H", "H", "H", "H", "H", "H", "H", "H", "H", "H", "F", "C", "C", "F", "C", "F", "C", "Se", "C", "F", "C", "F"],
  "coordinates": [[-0.551, -0.036, 0.463], [2.609, -0.439, -0.126], [1.879, 0.325, 0.889], [2.171, 1.769, 0.852], [0.986, 2.719, 0.722], [1.203, 4.059, 1.019], [0.165, 4.962, 0.886], [-1.070, 4.500, 0.459], [-1.205, 3.153, 0.190], [-0.205, 2.273, 0.314], [2.109, -0.254, 2.209], [1.140, 0.378, 3.157], [1.473, 0.627, 4.478], [0.571, 1.298, 5.282], [-0.615, 1.728, 4.714], [-0.877, 1.424, 3.393], [-0.032, 0.731, 2.616], [2.244, 0.128, -1.455], [3.180, 0.561, -2.380], [2.734, 1.185, -3.533], [1.372, 1.351, -3.707], [0.511, 0.880, -2.730], [0.928, 0.277, -1.613], [2.274, -1.477, -0.050], [3.697, -0.417, 0.024], [2.847, 1.973, 0.018], [2.721, 2.054, 1.754], [2.180, 4.382, 1.354], [0.315, 6.008, 1.118], [-1.915, 5.164, 0.347], [-2.161, 2.753, -0.122], [3.138, -0.086, 2.552], [1.950, -1.330, 2.150], [2.437, 0.311, 4.855], [0.802, 1.505, 6.318], [-1.342, 2.289, 5.284], [-1.800, 1.730, 2.926], [4.234, 0.416, -2.187], [3.436, 1.539, -4.276], [0.970, 1.838, -4.584], [-0.557, 0.993, -2.850], [-0.314, -5.575, -0.025], [-0.795, -3.774, 0.088], [0.097, -3.016, 1.537], [-2.641, -3.652, 0.299], [-0.288, -2.840, -1.455], [-1.214, -1.840, -1.957], [-1.815, -2.051, -3.216], [-2.762, -1.195, -3.712], [-3.100, -0.076, -2.956], [-2.466, 0.107, -1.756], [-1.540, -0.735, -1.241], [1.082, -3.479, -2.570], [2.605, -3.805, -1.512], [1.486, -2.244, -3.921], [0.568, -5.072, -3.408], [-0.538, -6.063, 0.927], [0.750, -5.718, -0.222], [-0.877, -6.100, -0.798], [-0.327, -3.322, 2.495], [0.015, -1.913, 1.475], [1.159, -3.277, 1.532], [-2.952, -4.194, 1.196], [-3.160, -4.094, -0.554], [-2.971, -2.616, 0.395], [-1.531, -2.935, -3.771], [-3.235, -1.386, -4.667], [-3.832, 0.645, -3.291], [-2.693, 0.981, -1.170], [3.330, -2.994, -1.609], [3.104, -4.724, -1.826], [2.364, -3.916, -0.454], [2.347, -1.631, -3.655], [0.651, -1.578, -4.137], [1.730, -2.771, -4.846], [0.258, -5.837, -2.699], [1.415, -5.465, -3.975], [-0.250, -4.912, -4.114], [-4.916, -4.101, 5.147], [-4.421, -3.183, 4.323], [-3.096, -2.802, 4.412], [-2.304, -3.356, 5.331], [-2.589, -1.842, 3.551], [-1.295, -1.527, 3.738], [-3.359, -1.238, 2.570], [-2.866, 0.102, 1.279], [-4.691, -1.641, 2.515], [-5.516, -1.118, 1.604], [-5.226, -2.589, 3.367], [-6.505, -2.941, 3.264]],
  "forces_ev_per_a": [[0.2, 1.0, -0.6], [0.2, -0.1, 0.0], [-0.2, -0.2, -0.2], [0.0, 0.1, 0.1], [0.4, -0.3, 0.0], [-0.1, 0.0, -0.1], [0.0, 0.0, 0.0], [0.0, -0.1, 0.0], [-0.2, 0.0, -0.1], [-0.6, -1.0, 0.1], [0.0, 0.1, 0.1], [0.0, -0.1, 0.0], [0.0, 0.0, 0.0], [0.1, 0.0, 0.0], [-0.1, 0.0, 0.0], [0.1, 0.0, -0.1], [0.1, -0.2, 0.2], [-0.1, 0.0, 0.0], [0.0, -0.1, 0.1], [0.0, 0.0, 0.0], [0.0, 0.0, 0.0], [0.0, -0.1, 0.1], [0.3, 0.3, -0.2], [0.0, 0.0, -0.1], [-0.1, 0.1, 0.1], [-0.1, 0.0, 0.0], [0.0, 0.0, 0.0], [0.0, 0.0, 0.0], [0.0, 0.0, 0.0], [0.0, 0.0, 0.0], [0.0, 0.0, 0.0], [0.0, 0.0, 0.0], [0.0, 0.0, 0.0], [0.0, 0.0, 0.0], [0.0, 0.0, 0.0], [0.0, 0.0, 0.0], [0.0, 0.0, 0.0], [0.0, 0.0, 0.0], [0.0, 0.0, 0.0], [0.0, 0.0, 0.0], [-0.1, 0.0, 0.0], [0.0, -0.1, 0.2], [0.4, 0.6, -1.2], [-0.2, -0.2, 0.6], [-0.1, 0.0, 0.1], [-0.4, 0.9, 0.4], [1.4, -1.6, 0.6], [-0.4, 0.6, -0.7], [0.4, -0.6, -0.2], [0.0, 0.5, 0.6], [-0.4, 0.2, -0.4], [-0.2, 0.6, 0.2], [-1.0, 0.0, 0.5], [0.1, -0.1, 0.0], [0.1, 0.0, -0.1], [0.2, -0.1, -0.2], [0.0, -0.1, 0.0], [0.0, 0.0, 0.0], [0.0, 0.0, 0.0], [0.2, 0.0, 0.1], [0.0, -0.2, 0.1], [0.0, 0.1, -0.1], [-0.1, 0.0, 0.1], [0.1, 0.0, 0.0], [0.0, -0.1, -0.1], [0.0, 0.0, 0.1], [0.0, 0.0, 0.0], [0.0, 0.0, 0.0], [-0.1, 0.1, 0.0], [0.0, 0.0, 0.0], [0.1, 0.0, 0.0], [0.0, 0.0, 0.0], [0.0, 0.0, 0.0], [0.0, 0.0, 0.0], [0.0, 0.0, 0.0], [0.0, 0.0, 0.0], [0.0, -0.1, -0.1], [0.0, 0.0, 0.0], [0.1, 0.1, -0.1], [-0.1, -0.1, 0.1], [0.0, -0.1, 0.0], [0.0, 0.1, -0.1], [0.2, 0.0, 0.2], [-0.1, 0.2, -0.1], [-0.1, 0.0, -0.2], [0.1, -0.1, 0.4], [-0.2, -0.1, 0.0], [0.1, 0.0, 0.0], [-0.1, 0.0, 0.0], [0.1, 0.0, 0.0]],
  "mulliken_charge": [0.78, -0.89, 1.22, -1.91, 0.85, -1.13, -0.60, -0.98, -0.57, 1.49, -1.86, 0.64, -0.83, -0.71, -1.20, -0.78, 1.69, 0.39, -0.79, -0.79, -1.05, -0.71, 1.73, -0.59, 0.29, 0.75, 0.64, 0.55, 0.46, 0.51, 0.27, 0.53, 0.41, 0.53, 0.48, 0.51, 0.58, 0.54, 0.47, 0.54, 0.29, -1.25, -0.37, 0.69, -0.66, 0.84, -0.49, -0.66, -1.00, -1.08, -0.80, 1.83, 0.41, -1.20, -1.04, -1.45, 0.38, 0.35, 0.33, 0.56, -1.44, 0.60, 0.31, 0.48, -0.18, 0.43, 0.49, 0.51, -0.13, 0.33, 0.54, 0.27, 0.23, 0.31, 0.58, 0.34, 0.37, 0.35, -0.30, 0.78, 0.00, -0.32, 0.06, -0.29, -0.50, -0.23, 0.63, -0.35, 0.31, -0.30],
  "s_squared": 0.76,
  "multiplicity": 2,
  "lumo_ev": [-3.932, -3.837],
  "homo_energy_ev": [-8.86, -8.66],
  "charge": 1,
  "de_lowest_kcal_mol": 32.5,
  "orbital_gap_ev": [4.931, 4.822],
  "largest_force_ha_per_bohr": 0.0428
}